(1)
{
  "formula": "C4H5DyLiO2",
  "method": "the ωB97M-V functional and the def2-TZVPD basis",
  "species": ["C", "C", "C", "C", "O", "O", "Li", "Dy", "H", "H", "H", "H", "H"],
  "xyz": [[-1.4222, 0.5582, -0.2560], [-0.7138, -0.5371, 0.4767], [0.6024, -0.9175, 0.2626], [1.6684, 0.0110, 0.2064], [2.7041, -0.1762, -0.4763], [-2.7024, 0.7222, 0.0657], [-4.3893, 0.3946, -0.0005], [5.1763, 0.6543, -1.0495], [-0.7107, 1.2238, 0.4852], [-1.3766, -1.3552, 0.7845], [0.8425, -1.9729, 0.1172], [1.5578, 0.9759, 0.7295], [-1.2366, 0.4188, -1.3455]],
  "multiplicity": 7,
  "s_squared": 12.017,
  "charge": 2,
  "homo_ev": [-13.605, -13.609]
}

***

(2)
{
  "formula": "C20H33FN6O3S",
  "method": "the ωB97M-V functional and the def2-TZVPD basis",
  "species": ["C", "C", "C", "C", "O", "C", "C", "O", "C", "C", "C", "F", "C", "N", "C", "C", "S", "C", "N", "N", "C", "O", "H", "H", "H", "H", "H", "H", "H", "H", "H", "H", "H", "H", "H", "H", "H", "H", "H", "H", "H", "H", "H", "H", "H", "H", "C", "C", "N", "H", "H", "H", "C", "C", "N", "H", "H", "H", "C", "C", "N", "H", "H", "H"],
  "xyz": [[-0.8757, 4.0158, -3.9392], [-0.1089, 3.4119, -2.8211], [-0.2581, 1.8288, -2.2976], [0.0982, 0.8993, -3.5991], [-0.4920, -0.4804, -3.5319], [-1.0006, -0.8795, -4.8670], [-0.9511, -2.5440, -5.0236], [0.6709, 1.7261, -1.1659], [1.3903, 0.4527, -1.1108], [2.0416, 0.3295, 0.4249], [1.8850, 1.7297, 1.2648], [1.2267, -0.6959, 1.1775], [-1.8370, 1.6989, -1.8031], [-2.3907, 3.0295, -1.2506], [-2.0969, 0.5854, -0.6359], [-2.8124, -0.8074, -1.1438], [-2.1475, -2.1802, -0.0366], [-2.7597, -1.8127, 1.7174], [-4.2101, -1.6105, 2.1391], [-4.3454, -1.3950, 3.5268], [-2.9019, -1.4495, 4.0159], [-1.9082, -1.6853, 2.9456], [-0.7858, 5.1862, -4.1161], [-1.5608, 3.3874, -4.6848], [0.6318, 4.1425, -2.2354], [1.2631, 0.8543, -3.8581], [-0.3928, 1.3592, -4.5866], [-0.3465, -0.4751, -5.7629], [-2.1424, -0.5706, -4.9478], [-1.8376, -3.0589, -4.4596], [0.1173, -2.8546, -4.6568], [-0.9614, -2.7326, -6.1998], [0.6633, -0.4906, -1.1932], [2.2731, 0.3716, -1.9093], [3.1285, -0.1085, 0.3862], [2.5704, 2.5234, 0.7447], [2.3147, 1.5093, 2.3563], [0.7701, 2.0716, 1.4208], [-2.5254, 1.4111, -2.7268], [-3.4465, 3.0218, -1.3848], [-2.1477, 3.0946, -0.2380], [-2.8604, 1.0662, 0.1466], [-1.1602, 0.2750, -0.0087], [-3.9756, -0.7056, -0.9165], [-2.7229, -1.0179, -2.2905], [-2.7102, -1.3190, 5.1695], [2.7372, -1.4578, 4.1260], [4.1359, -1.4169, 3.5322], [5.2960, -1.3829, 3.0396], [2.7925, -1.3842, 5.2157], [2.1448, -0.6227, 3.7423], [2.2454, -2.3967, 3.8570], [-1.8705, -4.1812, 6.5048], [-2.3114, -3.0626, 7.4347], [-2.6771, -2.1347, 8.2061], [-2.7346, -4.7828, 6.2094], [-1.4067, -3.7600, 5.6086], [-1.1459, -4.8240, 7.0122], [5.8283, 1.4973, -0.1903], [4.6112, 2.1250, -0.8499], [3.6016, 2.6456, -1.3971], [5.7505, 1.5862, 0.8969], [5.8928, 0.4390, -0.4574], [6.7371, 2.0051, -0.5249]],
  "multiplicity": 1,
  "smiles": "C=C[C@@](COCC)(OC[C@@H](C)F)[C@H](N)CCSc1nnco1.CC#N.CC#N.CC#N",
  "homo_ev": -8.513,
  "relative_energy_kcal_mol": 243.9
}

***

(3)
{
  "formula": "C5H11NO",
  "method": "the ωB97M-V functional and the def2-TZVPD basis",
  "species": ["C", "C", "N", "C", "C", "C", "O", "H", "H", "H", "H", "H", "H", "H", "H", "H", "H", "H"],
  "xyz": [[-0.2693, 2.4999, 0.3406], [-0.9920, 1.2238, 0.1052], [-0.0610, 0.3099, -0.5176], [-0.1816, -1.2036, -0.1532], [0.4655, -1.9548, -1.2934], [0.6527, -1.4808, 1.2058], [1.7361, -0.8902, 1.4307], [0.8269, 2.2077, 0.6869], [-0.7029, 3.0132, 1.2892], [-0.0843, 3.2176, -0.4555], [-1.9672, 1.4001, -0.5562], [-1.2904, 0.9244, 1.0365], [0.8738, 0.6289, -0.1085], [-1.2794, -1.2342, 0.0796], [0.0178, -3.0169, -1.6002], [0.4620, -1.3672, -2.2828], [1.5839, -2.1066, -1.1016], [0.2094, -2.1711, 1.8944]],
  "multiplicity": 1,
  "smiles": "CCN[C@@H](C)C=O",
  "homo_ev": -8.996,
  "relative_energy_kcal_mol": 70.1
}

***

Please write out number 3 again, unchanged.
{
  "formula": "C5H11NO",
  "method": "the ωB97M-V functional and the def2-TZVPD basis",
  "species": ["C", "C", "N", "C", "C", "C", "O", "H", "H", "H", "H", "H", "H", "H", "H", "H", "H", "H"],
  "xyz": [[-0.2693, 2.4999, 0.3406], [-0.9920, 1.2238, 0.1052], [-0.0610, 0.3099, -0.5176], [-0.1816, -1.2036, -0.1532], [0.4655, -1.9548, -1.2934], [0.6527, -1.4808, 1.2058], [1.7361, -0.8902, 1.4307], [0.8269, 2.2077, 0.6869], [-0.7029, 3.0132, 1.2892], [-0.0843, 3.2176, -0.4555], [-1.9672, 1.4001, -0.5562], [-1.2904, 0.9244, 1.0365], [0.8738, 0.6289, -0.1085], [-1.2794, -1.2342, 0.0796], [0.0178, -3.0169, -1.6002], [0.4620, -1.3672, -2.2828], [1.5839, -2.1066, -1.1016], [0.2094, -2.1711, 1.8944]],
  "multiplicity": 1,
  "smiles": "CCN[C@@H](C)C=O",
  "homo_ev": -8.996,
  "relative_energy_kcal_mol": 70.1
}